Record 1
The following is a DFT calculation (wB97M-V/def2-TZVPD) of the molecule C3H4O2.

Last column: Mulliken charge in e.
Positions of all 9 atoms, in Å:
O -0.88204 2.14925 0.21961  -0.4577
C 0.01860 1.34764 0.19197  -0.1781
C -0.17473 -0.08114 0.58348  0.2180
C 0.07441 -1.06860 -0.47603  -0.3714
O 0.97586 -0.90519 0.60101  -0.3982
H 1.03426 1.59516 -0.18540  0.3389
H -0.92302 -0.27861 1.34877  0.3732
H -0.52089 -1.98064 -0.49504  0.2451
H 0.44217 -0.71783 -1.44201  0.2302

**HOMO**: -10.2 eV
**SMILES**: O=C[C@H]1CO1
**Energy above the lowest of the compared OMol25 structures with the same formula, charge and spin**: 170.7 kJ/mol
**Orbital gap**: 11.0 eV
**Total charge**: 0

Record 2
The following is a DFT calculation (wB97M-V/def2-TZVPD) of a structure of composition C3H4O2Rb in a non-equilibrium geometry.

Last column: Mulliken charge in e.
Positions of all 10 atoms, in Å:
H -1.48240 1.47305 0.66462  0.2913
Rb 2.90377 1.72116 -0.47189  0.9758
O -0.83165 -0.03459 -0.61420  -0.2943
C -1.70505 0.94295 -0.29078  0.2560
C 0.00021 -0.54296 0.34780  0.2300
O -2.79961 0.98752 -0.76625  -0.4030
C 1.11531 -1.18653 0.00384  -1.1386
H -0.31285 -0.38499 1.38347  0.3565
H 1.75354 -1.59324 0.78698  0.3166
H 1.35873 -1.38239 -1.04359  0.4096

**HOMO**: -13.7 eV
**Energy above the lowest of the compared OMol25 structures with the same formula, charge and spin**: 65.1 kJ/mol
**Orbital gap**: 9.3 eV
**Total charge**: +1

Record 3
The following is a DFT calculation (wB97M-V/def2-TZVPD) of a cluster of 2 separate species, C3H4O2S in total in a non-equilibrium geometry.

Last column: Mulliken charge in e.
Positions of all 10 atoms, in Å:
C -0.85480 1.51806 -0.04210  -0.9194
C -0.95010 1.05631 -1.19856  0.7434
C 0.78348 -0.97579 0.04422  -0.2659
O 1.23668 -1.84702 2.20073  -0.4761
O -1.04631 0.36107 -2.11340  -0.3705
S 1.55534 -2.14273 0.73959  0.3004
H -0.38410 0.83601 0.55327  0.3353
H -1.41654 2.33414 0.29721  0.2735
H 1.36282 -0.27770 -0.73445  0.1905
H -0.28645 -0.86234 0.25350  0.1888

**HOMO (spin up / spin down)**: -9.5 / -9.5 eV
**Energy above the lowest of the compared OMol25 structures with the same formula, charge and spin**: 473.6 kJ/mol
**Orbital gap (spin up / spin down)**: 8.1 / 8.1 eV
**Total charge**: 0

Record 4
The following is a DFT calculation (wB97M-V/def2-TZVPD) of a cluster of 2 separate species, C3H4O2S in total in a non-equilibrium geometry.

Last column: Mulliken charge in e.
Positions of all 10 atoms, in Å:
C -0.48099 -0.75278 -0.91447  -0.3121
C 0.18052 -0.06073 -0.03596  0.2335
C 1.40626 0.19439 0.65750  -0.7676
O -2.11616 1.45994 -0.74000  -0.5060
O -2.57258 -0.28279 0.86913  -0.5039
S -1.70140 0.27793 -0.08728  0.7805
H 0.26360 -1.47770 -2.22823  0.2390
H 2.22126 0.01453 -0.13010  0.2801
H 1.51861 -0.56457 1.46121  0.2762
H 1.28087 1.19177 1.14819  0.2804

**HOMO (spin up / spin down)**: -9.4 / -9.4 eV
**Energy above the lowest of the compared OMol25 structures with the same formula, charge and spin**: 624.3 kJ/mol
**Orbital gap (spin up / spin down)**: 9.1 / 9.1 eV
**Total charge**: 0

Record 5
The following is a DFT calculation (wB97M-V/def2-TZVPD) of a cluster of 3 separate species, C3H4O2S in total in a non-equilibrium geometry.

Last column: Mulliken charge in e.
Positions of all 10 atoms, in Å:
C -1.18470 0.69388 -0.68017  -0.2582
C 0.07240 0.69495 -0.61295  0.2813
C 1.16354 1.64320 -0.61241  -1.0699
O -0.85384 -2.12763 2.43928  -0.3400
O -0.06702 -2.80603 0.27001  -0.3069
S -1.12720 -2.83205 1.21717  0.6138
H -2.56045 -1.01348 -0.14279  0.0935
H 1.85738 1.45826 -1.36889  0.3249
H 1.72215 1.65786 0.32032  0.2743
H 0.97775 2.63104 -0.82957  0.3870

**HOMO (spin up / spin down)**: -10.1 / -10.4 eV
**Energy above the lowest of the compared OMol25 structures with the same formula, charge and spin**: 825.9 kJ/mol
**Orbital gap (spin up / spin down)**: 7.5 / 8.4 eV
**Total charge**: 0

Record 6
The following is a DFT calculation (wB97M-V/def2-TZVPD) of a cluster of 2 separate species, C3H4O2S in total in a non-equilibrium geometry.

Last column: Mulliken charge in e.
Positions of all 10 atoms, in Å:
C 0.51497 0.97681 -0.02718  0.2966
C -2.18604 -1.22384 -0.31852  0.0599
C 0.83835 -0.28779 0.09979  -0.3328
O -2.90071 -0.62212 0.40773  -0.3043
O 1.41487 2.01140 -0.11685  -0.4577
S 2.21942 -1.23861 -0.06624  -0.1916
H -0.53411 1.25403 0.00286  0.2222
H -2.47690 -1.92569 -1.11292  0.2290
H 0.96439 2.85614 -0.02373  0.3398
H 2.14576 -1.80033 1.15506  0.1389

**HOMO (spin up / spin down)**: -8.3 / -7.9 eV
**Energy above the lowest of the compared OMol25 structures with the same formula, charge and spin**: 507.0 kJ/mol
**Orbital gap (spin up / spin down)**: 8.2 / 8.1 eV
**Total charge**: 0